{
  "formula": "C47H51F9O19",
  "method": "ωB97M-V with the def2-TZVPD basis set",
  "fmax_ha_per_bohr": 0.0667,
  "gap_ha": 0.33872,
  "e_above_lowest_kj_mol": 0.0,
  "total_charge": 0,
  "e_tot_ev": -112926.8572,
  "smiles": "O=C1OC[C@@H](F)O1.O=C1OC[C@@H](F)O1.O=C1OC[C@@H](F)O1.O=C1OC[C@@H](F)O1.O=C1OC[C@@H](F)O1.CCOC(C)=O.CCOC(C)=O.Fc1ccccc1.Fc1ccccc1.Fc1ccccc1.Fc1ccccc1",
  "spin_multiplicity": 1,
  "symbols": ["O", "C", "O", "C", "C", "C", "H", "H", "H", "H", "H", "H", "H", "H", "O", "C", "O", "C", "C", "C", "H", "H", "H", "H", "H", "H", "H", "H", "F", "C", "C", "C", "C", "C", "C", "H", "H", "H", "H", "H", "F", "C", "C", "C", "C", "C", "C", "H", "H", "H", "H", "H", "F", "C", "C", "C", "C", "C", "C", "H", "H", "H", "H", "H", "F", "C", "C", "C", "C", "C", "C", "H", "H", "H", "H", "H", "C", "C", "O", "C", "O", "O", "F", "H", "H", "H", "C", "C", "O", "C", "O", "O", "F", "H", "H", "H", "C", "C", "O", "C", "O", "O", "F", "H", "H", "H", "C", "C", "O", "C", "O", "O", "F", "H", "H", "H", "C", "C", "O", "C", "O", "O", "F", "H", "H", "H"],
  "coordinates": [[2.048, -0.618, 4.846], [2.411, 0.245, 5.623], [2.052, 1.529, 5.515], [1.233, 1.899, 4.330], [1.507, 3.313, 3.974], [3.381, 0.091, 6.770], [0.208, 1.623, 4.571], [1.471, 1.183, 3.530], [1.451, 3.981, 4.838], [0.820, 3.673, 3.227], [2.443, 3.380, 3.454], [4.390, 0.325, 6.441], [3.447, -0.938, 7.159], [3.097, 0.773, 7.553], [1.805, -5.485, -3.602], [0.780, -6.090, -3.949], [-0.462, -5.594, -3.645], [-0.539, -4.402, -2.866], [-2.013, -4.129, -2.469], [0.676, -7.388, -4.702], [-0.114, -3.664, -3.564], [0.200, -4.508, -2.078], [-2.473, -4.989, -1.984], [-2.545, -4.034, -3.396], [-2.018, -3.266, -1.848], [0.158, -7.355, -5.646], [0.174, -8.127, -4.063], [1.697, -7.741, -4.863], [4.122, 0.854, -6.805], [4.075, 1.087, -5.452], [4.872, 2.065, -4.891], [4.809, 2.319, -3.534], [3.951, 1.579, -2.740], [3.134, 0.564, -3.317], [3.210, 0.321, -4.712], [5.587, 2.630, -5.503], [5.464, 3.070, -3.112], [3.883, 1.728, -1.660], [2.448, 0.025, -2.628], [2.505, -0.327, -5.242], [0.011, 3.988, -6.072], [-0.125, 3.951, -4.688], [-1.231, 4.498, -3.974], [-1.286, 4.363, -2.611], [-0.268, 3.632, -1.955], [0.792, 3.089, -2.659], [0.867, 3.266, -4.009], [-1.987, 5.080, -4.518], [-2.157, 4.903, -2.183], [-0.248, 3.594, -0.864], [1.458, 2.486, -2.060], [1.588, 2.782, -4.658], [-2.941, 5.062, 0.254], [-2.670, 4.008, 1.159], [-2.790, 2.715, 0.711], [-2.499, 1.670, 1.574], [-2.190, 1.982, 2.904], [-2.165, 3.274, 3.352], [-2.281, 4.330, 2.446], [-3.084, 2.564, -0.338], [-2.502, 0.667, 1.156], [-2.062, 1.182, 3.632], [-1.954, 3.414, 4.403], [-2.159, 5.357, 2.768], [-8.564, 0.802, 0.504], [-7.462, 0.089, 0.202], [-6.471, -0.017, 1.201], [-5.318, -0.703, 0.877], [-5.185, -1.213, -0.393], [-6.187, -1.114, -1.354], [-7.334, -0.466, -1.017], [-6.685, 0.378, 2.195], [-4.519, -0.910, 1.560], [-4.271, -1.706, -0.720], [-6.127, -1.572, -2.335], [-8.177, -0.361, -1.719], [5.200, -0.647, 2.828], [4.531, 0.658, 2.378], [5.255, 1.007, 1.244], [6.545, 0.441, 1.376], [7.448, 0.681, 0.661], [6.544, -0.583, 2.359], [4.666, 1.568, 3.356], [4.763, -1.525, 2.388], [5.213, -0.805, 3.901], [3.461, 0.635, 2.133], [3.751, -3.303, -1.739], [4.850, -2.404, -1.110], [4.480, -2.261, 0.181], [3.275, -2.894, 0.440], [2.747, -2.916, 1.490], [2.851, -3.612, -0.625], [4.818, -1.221, -1.752], [4.110, -4.191, -2.238], [3.085, -2.764, -2.381], [5.883, -2.719, -1.153], [-3.791, -0.744, 6.482], [-4.574, 0.225, 5.645], [-4.266, -0.151, 4.332], [-3.201, -1.051, 4.356], [-2.790, -1.607, 3.426], [-2.743, -1.205, 5.606], [-4.119, 1.513, 5.855], [-4.401, -1.590, 6.783], [-3.314, -0.323, 7.371], [-5.653, 0.205, 5.742], [-1.949, 0.782, -4.492], [-1.859, -0.120, -3.299], [-2.557, 0.617, -2.330], [-3.407, 1.515, -2.941], [-4.247, 2.104, -2.421], [-3.133, 1.588, -4.268], [-0.581, -0.290, -2.846], [-1.960, 0.282, -5.456], [-1.126, 1.488, -4.470], [-2.289, -1.116, -3.454], [0.104, -0.981, 1.996], [-0.096, -1.835, 0.778], [0.724, -1.302, -0.146], [1.216, -0.072, 0.251], [1.973, 0.558, -0.385], [0.855, 0.133, 1.518], [-1.405, -1.594, 0.248], [0.738, -1.331, 2.802], [-0.836, -0.592, 2.352], [0.047, -2.919, 0.896]],
  "forces_ev_per_a": [[0.3, 0.3, 0.6], [0.1, -0.1, -0.7], [-0.4, 0.3, -0.7], [0.3, -1.9, 0.4], [-0.2, 0.4, 0.1], [0.0, -1.0, 0.0], [-0.2, 0.5, 0.3], [0.3, 0.5, 0.2], [0.2, -0.1, -0.1], [-0.7, 0.0, -0.2], [0.9, 0.2, 0.2], [0.0, 0.3, -0.2], [-0.4, 0.4, -0.3], [0.0, 0.2, 0.3], [-2.0, -1.6, -0.9], [0.4, 2.3, 1.0], [0.4, -1.7, -0.5], [0.4, 0.3, -0.6], [1.7, -1.4, -0.8], [0.9, -0.5, 0.8], [-0.4, 0.5, 0.6], [-0.3, 0.2, 0.6], [0.3, 0.1, 0.3], [-0.5, 0.6, -0.4], [-0.4, 0.8, 0.4], [-0.3, 0.4, -0.2], [0.0, 0.3, -0.2], [-0.2, 0.0, -0.1], [0.1, 0.3, 0.8], [0.2, 0.0, -0.7], [0.7, 0.4, -0.8], [-0.1, -0.3, 0.2], [-0.9, -1.2, 0.0], [0.4, 0.7, 0.0], [-1.0, 0.1, 1.2], [-0.5, -0.3, 0.1], [-0.1, 0.0, 0.1], [0.1, 0.0, -0.4], [0.5, 0.4, -0.9], [0.4, -0.1, 0.3], [-0.6, 0.3, 1.5], [-0.5, 0.0, 0.5], [0.9, 0.1, -2.6], [0.0, 0.1, 0.3], [-0.9, 1.2, 0.5], [-0.7, -0.1, 1.4], [-0.1, -0.3, -2.0], [0.3, -0.4, 0.2], [0.9, -0.8, 0.5], [-0.2, -0.2, -0.3], [0.5, 0.0, -0.4], [0.4, 0.0, 0.3], [0.5, -1.5, 1.3], [-0.1, 1.7, -0.6], [-0.1, -0.1, -1.1], [0.2, 0.5, 0.1], [-0.6, -1.5, -0.4], [0.7, 0.5, -0.1], [-0.6, 0.1, 0.2], [0.1, -0.1, 0.6], [-0.1, 0.0, 0.4], [0.1, 0.1, -0.2], [0.0, 0.4, 0.0], [-0.1, 0.0, -0.1], [-0.3, -0.1, 0.0], [0.9, 0.7, 2.4], [-1.0, 0.0, -0.3], [-0.1, -0.1, -0.1], [0.6, -0.7, -1.7], [0.8, -0.5, 0.3], [-1.9, 0.3, -1.7], [0.2, 0.0, -0.3], [0.1, 0.3, 0.5], [0.0, 0.0, 0.4], [0.3, 0.1, 0.1], [0.5, -0.1, 0.3], [-0.3, -0.6, 0.4], [-0.6, -1.6, -0.4], [1.7, -0.3, 0.7], [-0.9, -1.5, 0.2], [0.1, 0.3, 0.2], [-0.4, 2.6, -1.7], [0.3, 1.3, 0.9], [-0.5, -0.1, -0.2], [-0.1, 0.4, 0.2], [0.4, -0.4, -0.1], [-0.5, -0.2, 0.7], [-0.4, -0.8, -1.8], [-1.4, -0.1, 1.8], [0.6, -1.1, -1.2], [-0.4, 0.6, 1.1], [1.5, 0.7, 0.2], [0.0, 1.0, -0.2], [0.0, -0.3, 0.2], [0.3, 0.6, -0.8], [0.2, -0.5, -0.1], [0.8, -0.4, 0.8], [0.3, 0.6, -0.5], [0.6, -0.8, 0.1], [-1.2, 1.3, 1.7], [0.9, -0.9, -2.3], [-0.8, 0.2, 0.3], [-0.2, -0.3, -0.1], [-0.1, -0.2, 0.0], [-0.3, 0.2, -0.3], [-0.1, 0.2, 0.3], [0.2, 1.0, -0.6], [0.0, 0.1, 0.4], [-0.7, -0.1, 0.2], [2.3, -1.7, -1.9], [-2.3, 1.7, 1.9], [0.5, -1.1, 0.2], [-0.1, 0.0, -0.3], [-0.4, 0.0, 0.0], [0.5, -0.1, 0.0], [0.0, 0.1, 0.3], [0.2, 0.7, 0.9], [-1.6, -0.3, 0.0], [1.5, 0.6, -1.4], [-0.3, -1.8, 1.2], [0.5, 1.0, -0.8], [0.0, 0.9, -0.9], [0.6, -0.6, 0.8], [-0.4, -0.9, 0.1], [-0.3, -0.2, 0.3], [-0.2, 0.5, -0.1]]
}

---

{
  "formula": "C47H52BrClN2O2S",
  "method": "ωB97M-V with the def2-TZVPD basis set",
  "fmax_ha_per_bohr": 0.1147,
  "gap_ha": 0.13783,
  "total_charge": 2,
  "e_tot_ev": -150033.8931,
  "spin_multiplicity": 1,
  "symbols": ["O", "S", "O", "Cl", "C", "C", "C", "C", "N", "C", "C", "C", "C", "C", "C", "N", "C", "C", "C", "Br", "C", "C", "C", "C", "H", "H", "H", "H", "H", "H", "H", "H", "H", "H", "H", "H", "H", "H", "H", "H", "H", "H", "H", "H", "H", "H", "C", "C", "C", "C", "C", "C", "H", "H", "H", "H", "H", "H", "C", "C", "C", "C", "C", "C", "H", "H", "H", "H", "H", "H", "C", "C", "C", "C", "C", "C", "H", "H", "H", "H", "H", "H", "C", "C", "C", "C", "C", "C", "H", "H", "H", "H", "H", "H", "C", "C", "C", "C", "C", "C", "H", "H", "H", "H", "H", "H"],
  "coordinates": [[-1.486, 2.034, 3.629], [-1.774, 1.444, 2.255], [-3.138, 0.845, 2.127], [-1.412, 3.012, 0.906], [-0.400, 0.189, 1.988], [-0.464, -0.513, 0.546], [0.427, -1.837, 0.396], [2.005, -1.547, 0.160], [2.502, -0.315, 0.847], [2.972, -0.426, 2.223], [3.462, 0.821, 3.031], [3.420, 2.191, 2.301], [3.821, 3.593, 2.929], [2.665, 4.363, 3.680], [2.924, 5.755, 4.292], [4.239, 6.358, 4.174], [4.371, 7.750, 4.772], [4.076, 8.912, 3.680], [2.498, 9.039, 3.318], [2.199, 10.755, 2.307], [5.344, 5.677, 3.531], [5.216, 4.261, 2.870], [2.937, 2.223, 0.800], [2.479, 0.920, 0.110], [-0.367, -0.607, 2.804], [0.571, 0.810, 2.100], [-0.263, 0.213, -0.335], [-1.565, -0.846, 0.397], [0.068, -2.359, -0.574], [0.242, -2.621, 1.227], [2.559, -2.437, 0.652], [2.300, -1.571, -0.941], [2.944, -1.478, 2.692], [3.837, 0.750, 4.118], [1.630, 3.873, 3.764], [2.035, 6.266, 4.810], [3.669, 7.887, 5.659], [5.465, 7.850, 5.080], [4.488, 9.882, 4.151], [4.601, 8.710, 2.674], [2.191, 8.153, 2.660], [1.840, 9.041, 4.257], [6.351, 6.213, 3.490], [6.084, 3.728, 2.350], [2.901, 3.205, 0.222], [2.104, 0.979, -0.966], [4.238, -2.547, -4.770], [4.109, -1.650, -3.715], [5.029, -1.666, -2.671], [6.084, -2.574, -2.687], [6.215, -3.469, -3.744], [5.290, -3.459, -4.784], [3.519, -2.537, -5.583], [3.289, -0.937, -3.706], [4.925, -0.970, -1.843], [6.804, -2.583, -1.875], [7.038, -4.175, -3.757], [5.389, -4.160, -5.605], [4.732, -3.996, 2.025], [4.621, -4.763, 0.869], [4.671, -6.151, 0.947], [4.822, -6.772, 2.184], [4.930, -6.005, 3.340], [4.889, -4.617, 3.261], [4.697, -2.911, 1.963], [4.496, -4.278, -0.095], [4.591, -6.748, 0.046], [4.856, -7.854, 2.245], [5.046, -6.490, 4.303], [4.978, -4.019, 4.162], [-5.994, -3.082, -0.533], [-6.458, -2.523, -1.720], [-6.030, -1.257, -2.109], [-5.129, -0.554, -1.315], [-4.661, -1.114, -0.131], [-5.096, -2.376, 0.263], [-6.331, -4.067, -0.229], [-7.156, -3.074, -2.342], [-6.397, -0.819, -3.031], [-4.790, 0.430, -1.620], [-3.958, -0.565, 0.486], [-4.736, -2.810, 1.190], [-12.088, -2.473, -1.192], [-12.182, -2.326, -2.572], [-11.053, -1.995, -3.315], [-9.828, -1.820, -2.679], [-9.734, -1.971, -1.299], [-10.864, -2.293, -0.554], [-12.969, -2.729, -0.612], [-13.136, -2.469, -3.069], [-11.128, -1.874, -4.391], [-8.947, -1.567, -3.259], [-8.778, -1.837, -0.803], [-10.792, -2.406, 0.522], [-2.004, 1.536, -4.533], [-2.104, 0.763, -5.686], [-2.061, -0.625, -5.601], [-1.928, -1.242, -4.361], [-1.833, -0.470, -3.207], [-1.866, 0.919, -3.293], [-2.034, 2.618, -4.600], [-2.214, 1.244, -6.652], [-2.132, -1.226, -6.501], [-1.900, -2.325, -4.294], [-1.731, -0.952, -2.239], [-1.786, 1.521, -2.393]],
  "forces_ev_per_a": [[-0.2, -1.4, -4.3], [-2.2, -0.5, 5.4], [4.0, 1.6, -0.8], [-0.1, -1.1, 0.3], [1.6, 0.1, -1.5], [-1.2, -0.4, -0.2], [-0.3, 0.1, -0.9], [-0.3, -2.4, 0.5], [1.2, 2.4, 1.2], [0.3, 3.2, -0.3], [-1.3, 0.5, -3.7], [-0.6, -2.2, -2.3], [-0.1, 2.7, 1.9], [3.2, 1.4, -0.3], [1.3, -3.5, -2.3], [-1.2, -2.9, -0.7], [0.9, 1.3, -0.8], [-0.7, -0.1, -0.1], [0.7, -0.5, 0.6], [0.2, -1.4, 0.8], [-2.0, -2.1, -0.6], [-3.6, 1.6, 1.7], [-0.1, -3.3, 2.0], [1.4, 1.9, 3.5], [-0.8, 1.3, -0.8], [-1.8, -0.7, -0.1], [-0.2, -1.0, 1.6], [1.7, 0.5, 0.2], [0.6, 0.9, 1.6], [0.5, 1.6, -1.1], [-0.7, 1.5, -0.9], [-0.4, 0.5, 1.5], [0.1, 1.9, -1.0], [-0.8, -0.1, -2.1], [1.7, 1.0, -0.1], [2.0, -0.5, -0.8], [1.0, -0.6, -1.2], [-1.6, -0.2, -0.2], [-0.8, -1.5, -0.9], [-0.5, 0.3, 1.7], [0.3, 1.5, 0.8], [1.0, 0.2, -1.4], [-1.7, -0.7, 0.2], [-1.3, 1.2, 1.0], [0.1, -1.6, 0.9], [0.6, -0.6, 1.7], [0.0, 0.0, 0.0], [0.0, -0.1, 0.1], [0.0, -0.2, -0.1], [0.0, 0.0, 0.0], [-0.1, 0.0, 0.0], [0.0, 0.1, 0.1], [0.1, 0.0, 0.1], [0.0, 0.0, -0.1], [0.1, 0.0, 0.0], [0.0, 0.0, -0.1], [-0.1, 0.1, 0.0], [0.0, 0.1, 0.1], [-0.1, -0.2, 0.0], [-0.1, 0.1, 0.0], [0.0, 0.0, 0.1], [0.0, 0.1, 0.0], [0.0, 0.0, 0.0], [-0.1, 0.0, 0.0], [0.1, 0.0, 0.0], [0.1, -0.1, 0.0], [0.0, 0.1, 0.1], [0.0, 0.1, 0.0], [0.0, 0.1, -0.1], [0.0, -0.1, 0.0], [0.1, 0.1, 0.0], [0.2, 0.0, 0.0], [0.1, 0.0, 0.1], [0.0, -0.1, 0.0], [0.1, -0.1, -0.1], [0.0, 0.0, -0.1], [0.0, 0.1, 0.0], [0.1, 0.0, 0.1], [0.0, 0.0, 0.1], [0.0, -0.1, 0.0], [-0.2, 0.0, 0.0], [-0.1, 0.0, 0.0], [0.1, 0.0, 0.0], [0.1, 0.0, 0.0], [0.0, 0.0, 0.1], [-0.1, 0.0, 0.1], [-0.1, 0.0, 0.0], [0.0, 0.0, -0.1], [0.1, 0.0, -0.1], [0.1, 0.0, 0.0], [0.0, 0.0, 0.1], [-0.1, 0.0, 0.0], [-0.1, 0.0, 0.0], [0.0, 0.0, -0.1], [0.0, 0.0, 0.0], [0.0, 0.0, 0.1], [0.0, 0.0, 0.1], [0.0, 0.0, 0.0], [0.1, 0.1, -0.1], [0.1, -0.1, -0.1], [0.0, -0.1, 0.0], [0.0, 0.0, 0.1], [0.0, 0.1, 0.1], [0.0, 0.1, 0.0], [-0.1, 0.0, -0.1], [-0.1, 0.0, 0.0]]
}

---

> Number 2 is which compound?

C47H52BrClN2O2S